{"formula": "C5H9N2S2", "method": "ωB97M-V/def2-TZVPD", "elements": ["C", "C", "C", "C", "C", "N", "N", "S", "S", "H", "H", "H", "H", "H", "H", "H", "H", "H"], "coordinates": [[0.98446, -0.41038, 1.11236], [-0.26732, -0.87457, 1.55087], [1.30779, -0.04910, -0.19815], [-2.10023, -0.04582, 0.19974], [2.57847, 0.72682, -0.56579], [-1.41192, -0.80890, 0.94219], [0.29371, -0.13421, -1.10933], [-1.86548, 1.68651, 0.22539], [-3.28732, -0.77665, -0.86116], [1.69398, -0.48044, 1.80991], [-0.19501, -1.27192, 2.46095], [2.95498, 1.17131, 0.40633], [2.24245, 1.34315, -1.27046], [3.27250, -0.02167, -0.75799], [0.48418, 0.33233, -2.00987], [-0.49372, -0.67974, -1.03845], [-2.47558, 1.93869, -0.95892], [-3.71598, -1.64541, 0.06239]], "forces_ev_per_a": [[-2.58, -0.92, -2.63], [1.59, 2.63, -3.11], [-2.45, 1.07, 0.10], [0.01, 0.10, 0.70], [-1.39, -2.55, 5.47], [-1.00, -0.52, -0.21], [5.06, 2.33, -1.33], [-0.12, 0.10, -0.31], [-0.49, 0.35, -0.39], [2.89, -0.23, 2.44], [-0.51, -1.62, 3.82], [-0.58, 0.08, -1.40], [-0.14, 2.85, -3.11], [1.60, -1.02, -1.33], [-0.38, -0.80, 0.63], [-1.59, -1.48, 0.25], [-0.12, -0.12, 0.43], [0.20, -0.24, -0.04]], "nbo_charge": [-0.42, 0.21, 0.43, 0.00, -0.64, -0.47, -0.72, 0.15, 0.11, 0.23, 0.22, 0.26, 0.22, 0.26, 0.41, 0.41, 0.17, 0.18], "fmax_ev_per_a": 6.19, "lumo_energy_ev": -5.00, "charge": 1, "e_homo_ev": -13.07, "homo_lumo_gap_ev": 8.071}

***

{"formula": "C4H7NO2", "method": "ωB97M-V/def2-TZVPD", "elements": ["O", "C", "C", "C", "O", "C", "N", "H", "H", "H", "H", "H", "H", "H"], "coordinates": [[0.40958, -0.92228, 2.40593], [0.08654, -1.15141, 1.26321], [-0.01933, -0.11515, 0.19630], [-1.12252, -0.28082, -0.83425], [-0.97847, 0.64167, -1.88196], [1.30397, 0.45990, -0.17704], [0.29481, 1.26940, 0.49278], [-0.09668, -2.18786, 0.90841], [-2.09250, -0.15498, -0.32336], [-1.10001, -1.28641, -1.26852], [-0.85077, 1.50250, -1.45028], [1.49153, 0.69696, -1.21997], [2.16298, 0.13638, 0.40872], [0.51088, 1.39211, 1.48002]], "forces_ev_per_a": [[-0.12, -0.05, -0.48], [0.10, 0.11, 0.30], [-0.09, -0.12, -0.03], [-0.01, -0.28, 0.15], [-0.04, 0.25, 0.05], [0.30, -0.02, -0.14], [-0.02, 0.06, 0.24], [-0.08, 0.09, 0.15], [0.16, -0.04, -0.09], [0.02, 0.13, 0.03], [-0.03, -0.10, -0.15], [-0.04, 0.01, 0.15], [-0.14, 0.05, -0.12], [0.00, -0.10, -0.07]], "nbo_charge": [-0.52, 0.43, -0.09, -0.05, -0.71, -0.22, -0.60, 0.12, 0.17, 0.18, 0.48, 0.22, 0.21, 0.38], "smiles": "O=C[C@]1(CO)CN1", "fmax_ev_per_a": 0.49, "lumo_energy_ev": 0.78, "e_homo_ev": -10.16, "homo_lumo_gap_ev": 10.937}

***

{"formula": "C3H2LiO3Sn", "method": "ωB97M-V/def2-TZVPD", "elements": ["C", "O", "H", "Li", "C", "O", "C", "O", "Sn", "H"], "coordinates": [[-1.74513, 0.22710, 0.24417], [-2.87657, -0.18885, -0.24142], [-0.42204, 1.05393, -1.26620], [-4.49302, -0.73019, 0.00149], [-0.58723, 0.36482, -0.44095], [0.47969, -0.48090, -0.08965], [1.66116, -0.40500, -0.68115], [1.82900, 0.44148, -1.60442], [3.50546, -0.53296, -1.38373], [-1.74097, 0.73597, 1.23416]], "forces_ev_per_a": [[-1.46, 0.01, 1.70], [-0.59, 1.17, -0.04], [-0.31, -1.10, -0.64], [0.66, 0.22, -0.18], [1.54, 0.29, -2.58], [1.54, 0.51, 1.00], [-4.25, 0.11, 1.74], [-3.28, 2.73, -1.00], [6.33, -2.41, -0.52], [-0.18, -1.52, 0.52]], "nbo_charge": [0.19, -0.95, 0.20, 0.97, -0.16, -0.46, 0.33, -0.77, 0.54, 0.12], "multiplicity": 2, "fmax_ev_per_a": 6.80, "lumo_energy_ev": [-1.27, -1.31], "e_homo_ev": [-5.37, -6.52], "homo_lumo_gap_ev": [4.100, 5.207]}

***

{"formula": "C6H6O2", "method": "ωB97M-V/def2-TZVPD", "elements": ["C", "C", "C", "C", "O", "C", "C", "O", "H", "H", "H", "H", "H", "H"], "coordinates": [[-0.27720, -0.98854, -1.45956], [-2.05490, 0.21146, 0.67176], [-0.07012, -0.27522, -0.21711], [0.12293, 0.23312, 0.88012], [-2.45179, 1.47616, 0.46720], [2.27694, -0.11823, 0.17287], [3.29549, 0.31203, 0.69864], [-2.75217, -0.68323, 0.99311], [-1.69916, 2.01126, 0.17938], [0.32400, 0.71203, 1.81094], [0.62889, -1.56697, -1.64664], [-0.43538, -0.29875, -2.28972], [-1.13430, -1.65826, -1.36643], [4.22677, 0.63316, 1.10543]], "forces_ev_per_a": [[-0.02, -0.08, -0.20], [0.31, -0.06, 0.02], [-0.35, 0.00, 0.02], [-0.49, 0.09, 0.13], [0.19, -0.26, 0.00], [0.15, 0.11, 0.11], [-0.25, -0.13, -0.15], [0.36, 0.29, -0.16], [-0.02, -0.06, 0.02], [0.07, 0.02, 0.03], [-0.02, 0.04, 0.05], [0.02, -0.02, 0.07], [0.05, 0.04, 0.03], [0.00, 0.02, 0.02]], "nbo_charge": [-0.73, 0.77, 0.24, -0.11, -0.67, -0.37, -0.45, -0.52, 0.50, 0.29, 0.30, 0.26, 0.27, 0.22], "fmax_ev_per_a": 0.52, "lumo_energy_ev": [-0.38, -0.38], "e_homo_ev": [-8.12, -8.12], "homo_lumo_gap_ev": [7.745, 7.742]}

***

{"formula": "C2H6NOPS", "method": "ωB97M-V/def2-TZVPD", "elements": ["C", "C", "N", "O", "P", "S", "H", "H", "H", "H", "H", "H"], "coordinates": [[1.92481, -0.94973, 0.87640], [-2.62841, -0.79776, 0.24214], [1.64059, -1.15653, -0.31037], [0.78140, -0.27318, -0.87292], [0.27384, 1.14543, -0.12140], [0.74476, 2.26122, -1.82667], [1.58673, -0.07324, 1.41228], [2.60869, -1.68996, 1.35110], [-2.87074, -0.79336, -0.81482], [-1.65665, -1.12954, 0.55905], [-3.13318, 0.00475, 0.75403], [0.72817, 3.45191, -1.24882]], "forces_ev_per_a": [[1.63, -0.81, 2.18], [-0.30, 0.66, -0.67], [0.00, -1.16, -1.05], [-0.97, 1.04, -0.81], [0.09, 0.20, -0.36], [0.11, -0.36, -0.35], [-0.01, 0.03, 0.38], [-0.63, 0.75, -0.36], [0.17, -0.46, 0.04], [0.02, -0.21, 0.13], [0.03, -0.11, 0.52], [-0.14, 0.42, 0.34]], "nbo_charge": [-0.17, -0.48, -0.07, -0.66, 0.64, -0.27, 0.17, 0.20, 0.16, 0.16, 0.16, 0.14], "multiplicity": 3, "fmax_ev_per_a": 2.84, "lumo_energy_ev": [0.58, -1.24], "e_homo_ev": [-7.73, -9.95], "homo_lumo_gap_ev": [8.316, 8.710]}

***

{"formula": "C3H4N", "method": "ωB97M-V/def2-TZVPD", "elements": ["C", "C", "C", "N", "H", "H", "H", "H"], "coordinates": [[0.72649, -0.46379, -0.28699], [0.36325, -0.19966, 1.09516], [-0.80844, 0.05012, 0.40393], [-0.47483, -0.68271, -0.77343], [1.55691, -0.28193, -0.94930], [-1.73374, 0.74639, 0.32602], [0.78856, 0.02202, 2.13362], [-0.77458, -0.71679, -1.71884]], "forces_ev_per_a": [[1.39, 0.12, 0.84], [-0.38, 0.52, 0.70], [-1.89, 1.59, 0.74], [-0.74, -1.98, -0.34], [0.66, 0.22, 0.27], [1.88, -0.96, 0.76], [-0.55, -0.15, -2.17], [-0.38, 0.64, -0.81]], "nbo_charge": [0.33, -0.31, 0.21, -0.58, 0.27, 0.30, 0.32, 0.45], "fmax_ev_per_a": 2.58, "lumo_energy_ev": -6.23, "charge": 1, "e_homo_ev": -15.18, "homo_lumo_gap_ev": 8.955}

***

{"formula": "C19H15Br2N5O4STi", "method": "ωB97M-V/def2-TZVPD", "elements": ["Ti", "N", "C", "S", "N", "N", "C", "C", "C", "C", "C", "C", "C", "O", "H", "H", "H", "H", "H", "H", "H", "Br", "C", "C", "C", "Br", "C", "C", "C", "C", "N", "C", "C", "O", "H", "H", "H", "H", "N", "C", "C", "O", "O", "H", "H", "H", "H"], "coordinates": [[0.68944, 0.55560, 1.39809], [4.42148, 1.30142, -0.78612], [3.20544, 0.90225, -0.32783], [1.97213, 2.13713, -0.14113], [3.06998, -0.38677, -0.17734], [1.84865, -0.75846, 0.38746], [1.46537, -1.96379, 0.20733], [0.29484, -2.57679, 0.83394], [-0.10382, -3.83714, 0.37549], [-1.16427, -4.50671, 0.94851], [-1.83275, -3.92091, 2.02403], [-1.44586, -2.68700, 2.50888], [-0.39353, -2.00480, 1.91438], [-0.01003, -0.80924, 2.40201], [4.63201, 2.28207, -0.77631], [5.17930, 0.64436, -0.71800], [2.07625, -2.57811, -0.44866], [0.43871, -4.28319, -0.45092], [-1.46684, -5.47537, 0.57522], [-2.65832, -4.43959, 2.49490], [-1.94480, -2.22793, 3.35210], [-3.47827, 1.88535, 0.94039], [-2.67416, 1.48474, -0.72672], [-3.40958, 1.83425, -1.88301], [-2.89567, 1.58866, -3.11225], [-3.91397, 2.08542, -4.63073], [-1.62565, 0.96860, -3.26069], [-1.01326, 0.70127, -4.50843], [0.20304, 0.09708, -4.54431], [0.81383, -0.27018, -3.32373], [0.28510, -0.03857, -2.15497], [-0.91450, 0.59750, -2.10023], [-1.44803, 0.89334, -0.80229], [-0.73443, 0.58028, 0.27977], [-4.37839, 2.29995, -1.77564], [-1.52204, 0.98402, -5.41952], [0.69778, -0.11045, -5.48389], [1.77824, -0.77201, -3.32557], [-0.10806, 2.41016, 2.38389], [0.37113, 2.31298, 3.78434], [1.74746, 1.66078, 3.79446], [2.48591, 1.74195, 4.73274], [1.99332, 1.00504, 2.65929], [0.40948, 3.14589, 1.90910], [-1.09717, 2.62649, 2.32552], [-0.29800, 1.65780, 4.34072], [0.45250, 3.26264, 4.30571]], "forces_ev_per_a": [[-0.31, 1.23, 0.02], [-0.16, 0.17, -0.02], [-0.02, 0.08, -0.27], [0.22, -0.55, 0.01], [-0.52, -0.25, 0.34], [0.84, 0.07, -0.44], [-0.20, -0.31, 0.16], [0.31, -0.03, -0.35], [0.00, -0.05, -0.06], [-0.04, 0.07, 0.07], [0.01, -0.07, -0.04], [-0.13, -0.08, 0.09], [0.20, 0.53, 0.17], [-0.04, -0.87, -0.08], [0.01, -0.01, 0.03], [0.01, -0.02, -0.02], [0.01, -0.08, 0.02], [-0.02, 0.01, 0.02], [0.00, 0.01, 0.01], [0.00, 0.00, -0.02], [-0.01, -0.01, -0.02], [0.18, -0.06, 0.05], [-0.49, 0.27, -0.20], [-0.01, -0.02, 0.24], [0.12, -0.05, -0.11], [0.03, 0.00, -0.02], [-0.02, 0.02, -0.14], [-0.17, 0.07, 0.02], [0.18, -0.10, 0.05], [-0.02, 0.01, -0.09], [-0.18, 0.07, 0.11], [0.18, -0.08, -0.15], [0.60, -0.21, 0.58], [-1.06, 0.08, -1.01], [0.01, 0.00, 0.03], [-0.01, 0.01, 0.01], [0.00, 0.00, 0.03], [-0.03, 0.02, 0.00], [0.43, 0.00, 0.48], [-0.05, 0.03, -0.16], [0.12, -0.31, -0.69], [0.14, -0.01, 0.14], [0.24, 0.39, 1.30], [-0.10, 0.05, -0.03], [-0.03, -0.13, -0.08], [-0.07, 0.02, 0.03], [-0.15, 0.14, -0.04]], "nbo_charge": [1.57, -0.79, 0.32, -0.28, -0.43, -0.30, 0.18, -0.21, -0.14, -0.25, -0.16, -0.28, 0.42, -0.68, 0.40, 0.40, 0.21, 0.21, 0.22, 0.22, 0.23, 0.06, -0.13, -0.25, -0.06, 0.06, -0.13, -0.15, -0.25, 0.07, -0.42, 0.19, 0.29, -0.68, 0.24, 0.23, 0.22, 0.20, -0.81, -0.35, 0.79, -0.57, -0.70, 0.41, 0.41, 0.23, 0.22], "fmax_ev_per_a": 1.47, "lumo_energy_ev": -0.54, "e_homo_ev": -8.13, "homo_lumo_gap_ev": 7.588}

***

Please write out number 5 again, unchanged.
{"formula": "C2H6NOPS", "method": "ωB97M-V/def2-TZVPD", "elements": ["C", "C", "N", "O", "P", "S", "H", "H", "H", "H", "H", "H"], "coordinates": [[1.92481, -0.94973, 0.87640], [-2.62841, -0.79776, 0.24214], [1.64059, -1.15653, -0.31037], [0.78140, -0.27318, -0.87292], [0.27384, 1.14543, -0.12140], [0.74476, 2.26122, -1.82667], [1.58673, -0.07324, 1.41228], [2.60869, -1.68996, 1.35110], [-2.87074, -0.79336, -0.81482], [-1.65665, -1.12954, 0.55905], [-3.13318, 0.00475, 0.75403], [0.72817, 3.45191, -1.24882]], "forces_ev_per_a": [[1.63, -0.81, 2.18], [-0.30, 0.66, -0.67], [0.00, -1.16, -1.05], [-0.97, 1.04, -0.81], [0.09, 0.20, -0.36], [0.11, -0.36, -0.35], [-0.01, 0.03, 0.38], [-0.63, 0.75, -0.36], [0.17, -0.46, 0.04], [0.02, -0.21, 0.13], [0.03, -0.11, 0.52], [-0.14, 0.42, 0.34]], "nbo_charge": [-0.17, -0.48, -0.07, -0.66, 0.64, -0.27, 0.17, 0.20, 0.16, 0.16, 0.16, 0.14], "multiplicity": 3, "fmax_ev_per_a": 2.84, "lumo_energy_ev": [0.58, -1.24], "e_homo_ev": [-7.73, -9.95], "homo_lumo_gap_ev": [8.316, 8.710]}